No. 1
DFT (ωB97M-V with the def2-TZVPD basis set) results for 9 unconnected molecules or ions with the total composition C25H68O10 in a non-equilibrium geometry.

CARTESIAN COORDINATES (ANGSTROEM)
C (-2.305, -0.850, -6.190)
H (-4.891, -4.290, -0.244)
H (-2.878, -0.689, -2.662)
C (-0.668, -3.910, 0.136)
H (-2.223, -0.411, -7.189)
H (0.670, -0.950, 0.666)
H (-5.809, -3.472, 1.185)
C (0.461, -0.330, -10.145)
H (-3.833, -1.389, -4.767)
H (-0.782, -3.966, 1.299)
H (3.358, 5.425, -1.416)
H (7.331, 1.849, 10.192)
H (5.765, 1.563, 6.633)
C (4.088, 2.851, 6.184)
O (-0.777, 0.915, -8.503)
C (5.016, 1.702, 5.848)
H (1.218, -1.621, -5.606)
H (-0.103, 0.650, -7.853)
H (-4.302, 0.670, -6.672)
H (-6.258, 0.206, -0.236)
O (1.238, 1.836, 2.041)
H (-1.818, -1.829, -6.194)
H (4.652, 3.783, 6.281)
C (-5.026, -3.257, 0.312)
H (2.628, 2.188, 5.078)
H (7.849, 1.208, 8.620)
H (0.958, 1.669, 1.125)
O (0.401, -1.208, -5.278)
O (-3.254, -3.955, 3.037)
H (-0.849, -1.374, -3.668)
H (-0.886, 1.315, -10.505)
H (-5.508, -0.976, -2.628)
H (-4.802, -5.696, 4.332)
C (2.095, 2.969, 2.027)
H (-3.925, -7.152, 3.806)
H (5.375, 6.491, -1.121)
C (-3.757, -0.971, -5.775)
H (-5.416, -0.687, 1.300)
H (8.412, -0.404, 10.457)
H (-1.763, -0.188, -5.506)
O (-4.368, 0.311, -5.770)
C (1.356, 4.169, 1.473)
O (3.638, 5.592, -0.500)
H (4.401, 8.808, -1.082)
H (3.406, 7.729, -2.087)
C (-5.686, -2.074, -0.612)
H (-4.075, -5.477, 1.945)
H (2.001, 5.052, 1.459)
H (-1.282, 0.913, 1.724)
H (4.823, 6.917, 0.511)
C (0.075, -1.826, -4.042)
H (0.964, -2.092, -2.090)
H (7.210, -1.102, 9.346)
C (-0.353, -1.513, 0.503)
C (-1.531, -0.523, -0.153)
H (1.387, -0.559, -2.889)
H (-1.736, -4.032, -0.336)
C (4.495, 6.725, -0.514)
H (4.453, 0.771, 5.729)
H (-2.650, -0.365, 1.948)
H (-0.738, -1.805, 1.583)
H (-0.315, -1.102, -10.183)
O (-2.562, -1.434, -0.679)
C (-3.832, -6.080, 4.002)
H (-2.612, -3.847, 3.760)
H (-6.720, -2.509, -1.021)
H (2.870, 8.145, -0.464)
H (1.006, 3.973, 0.454)
H (-3.132, -5.932, 4.830)
H (1.194, -0.651, -9.398)
H (5.236, 1.020, 9.728)
H (-1.084, 0.191, -0.996)
H (-7.186, -1.079, 0.787)
H (2.134, -2.057, -3.431)
C (-6.110, -0.797, 0.356)
C (-2.133, 0.334, 1.134)
C (-4.813, -1.654, -1.934)
H (0.953, -0.276, -11.120)
O (5.835, 1.151, 8.973)
C (7.166, 1.053, 9.460)
H (-0.108, -2.890, -4.219)
C (-3.362, -5.344, 2.764)
H (2.975, 2.735, 1.420)
H (0.633, 1.783, -9.715)
H (-4.024, -2.969, 0.846)
H (-2.936, 1.132, 0.839)
H (3.561, 2.667, 7.126)
C (1.202, -1.626, -3.050)
H (0.470, 4.388, 2.077)
C (-0.139, 1.009, -9.768)
H (5.530, 1.888, 4.899)
C (7.390, -0.311, 10.080)
O (3.129, 3.018, 5.150)
C (-3.468, -0.766, -1.627)
H (-0.061, -4.881, -0.182)
H (-2.386, -5.714, 2.435)
H (-3.751, 0.344, -1.328)
O (-0.088, -2.660, -0.378)
H (-4.308, -1.620, -6.461)
C (3.756, 7.925, -1.069)
H (-4.500, -2.574, -2.603)
H (2.423, 3.161, 3.052)
H (6.693, -0.479, 10.908)

Calculated values
Gap between HOMO and LUMO (eV): 10.0
Total charge: 0
Highest occupied orbital energy (eV): -9.32
SMILES: COC[C@H](C)OCCC(C)C.CCO.CCO.CCO.CCO.CCO.CCO.CCO.CCO
F_max (eV/A): 2.7


No. 2
DFT (ωB97M-V with the def2-TZVPD basis set) results for a single C25H28FN7O2 molecule in a non-equilibrium geometry.

CARTESIAN COORDINATES (ANGSTROEM)
C (6.803, 0.781, -1.628)
N (-3.550, 0.372, -0.996)
H (2.507, -0.875, 0.677)
H (7.781, 0.550, 0.279)
N (0.840, 0.436, 0.835)
C (-1.516, 0.236, 0.235)
C (-5.183, 2.113, -0.609)
C (-3.510, 3.142, 1.401)
H (1.732, -0.766, 2.284)
H (-1.688, -4.622, 0.301)
H (-0.596, -5.850, -2.943)
H (7.681, 0.555, -2.212)
C (1.213, 1.212, -0.334)
H (0.572, -4.525, 1.286)
O (-2.141, -1.322, -1.453)
C (-0.230, -0.503, 0.524)
H (0.319, 1.690, -0.741)
C (0.196, -3.649, 0.754)
C (-1.884, 1.327, 0.942)
C (-2.382, -0.319, -0.792)
H (3.561, 1.600, -2.009)
C (-0.522, -1.393, 1.683)
C (-5.533, 3.235, 0.115)
C (6.863, 0.769, -0.245)
C (5.604, 1.096, -2.239)
H (-2.862, 3.525, 2.173)
H (-5.018, 4.627, 1.660)
H (0.018, -1.132, -0.352)
C (-3.114, 2.002, 0.689)
H (1.018, -3.184, 0.204)
H (-5.577, 1.561, -2.646)
N (-0.745, -3.145, 2.929)
O (-0.288, -4.904, -1.199)
N (-1.167, -2.130, 3.556)
C (4.477, 1.375, -1.488)
C (-6.081, 1.567, -1.679)
N (-0.316, -2.736, 1.731)
C (3.019, 0.890, 1.824)
H (-6.975, 2.179, -1.767)
C (2.020, -0.193, 1.400)
H (-6.391, 0.548, -1.444)
H (-6.472, 3.725, -0.097)
C (4.495, 1.361, -0.088)
H (1.650, 0.565, -1.117)
N (-1.053, -1.029, 2.828)
F (5.881, 1.083, 1.846)
C (-4.708, 3.749, 1.114)
H (-1.343, -3.195, -0.715)
C (-3.957, 1.490, -0.317)
H (-1.558, -4.357, -2.738)
C (2.223, 2.282, 0.089)
H (2.540, 1.539, 2.563)
N (3.403, 1.705, 0.690)
H (3.884, 0.420, 2.283)
H (1.752, 2.912, 0.851)
H (-1.231, 1.692, 1.720)
H (2.500, 2.915, -0.754)
C (5.738, 1.065, 0.493)
H (-4.162, -0.012, -1.706)
C (-1.169, -5.252, -2.238)
C (-0.894, -4.077, -0.234)
H (-2.014, -5.840, -1.860)
H (5.536, 1.116, -3.316)

Calculated values
Gap between HOMO and LUMO (eV): 7.9
Total charge: 0
Highest occupied orbital energy (eV): -7.92
SMILES: COCCn1nnnc1[C@@H](c1cc2cccc(C)c2[nH]c1=O)N1CCN(c2ccccc2F)CC1
F_max (eV/A): 1.5
Energy relative to the best compared isomer or geometry (same formula, charge and spin) (kJ/mol): 0.0


No. 3
DFT (ωB97M-V with the def2-TZVPD basis set) results for a single C4H8N2O molecule.

CARTESIAN COORDINATES (ANGSTROEM)
N (-1.891, -1.334, 0.205)
C (-0.231, 1.722, -0.306)
H (-0.249, 2.530, 0.430)
N (0.894, -1.707, -0.251)
H (1.765, -2.020, 0.165)
O (-1.404, 0.917, -0.111)
H (0.203, -2.440, -0.109)
H (-0.299, 2.160, -1.306)
H (1.751, 1.235, 0.492)
H (-2.839, -1.027, -0.013)
H (0.538, -0.527, 1.509)
C (-1.080, -0.367, 0.158)
C (0.987, 0.794, -0.155)
H (1.446, 0.572, -1.121)
C (0.408, -0.509, 0.413)

Calculated values
Gap between HOMO and LUMO (eV): 10.6
Total charge: 0
Highest occupied orbital energy (eV): -9.61
SMILES: [H]/N=C1\OCC[C@@H]1N
F_max (eV/A): 0.4
Energy relative to the best compared isomer or geometry (same formula, charge and spin) (kJ/mol): 112.7


No. 4
DFT (ωB97M-V with the def2-TZVPD basis set) results for a molecular structure, C6H7NO2S in a non-equilibrium geometry.

CARTESIAN COORDINATES (ANGSTROEM)
H (-1.409, -2.018, -2.035)
O (0.936, 2.181, -0.735)
H (1.323, 3.133, -0.875)
S (-0.613, -0.972, 2.639)
H (-0.931, -2.322, 0.587)
N (-0.378, -2.112, -1.700)
C (-0.536, -1.397, 0.988)
C (-0.176, 0.547, 2.392)
H (1.199, -0.507, -1.692)
H (-0.386, 1.314, 3.179)
C (0.133, 0.716, 1.043)
H (0.141, -2.585, -2.584)
C (0.534, 2.118, 0.593)
C (0.153, -0.787, -1.383)
C (-0.035, -0.448, 0.132)
H (-0.322, 0.034, -1.791)
O (0.367, 3.105, 1.243)

Calculated values
Gap between HOMO and LUMO (eV): 9.6
Total charge: 0
Highest occupied orbital energy (eV): -8.96
F_max (eV/A): 3.8
Energy relative to the best compared isomer or geometry (same formula, charge and spin) (kJ/mol): 132.1


No. 5
DFT (ωB97M-V with the def2-TZVPD basis set) results for 2 unconnected molecules or ions with the total composition C5H14N2.

CARTESIAN COORDINATES (ANGSTROEM)
C (1.595, 0.243, 1.613)
H (1.432, 1.291, 1.864)
H (-1.047, 1.150, -0.203)
H (-0.625, 0.613, -2.667)
H (-3.887, -0.058, 1.522)
H (3.187, -1.612, 0.710)
N (-2.646, -0.222, -0.075)
H (3.139, -1.161, -0.996)
H (-2.029, -0.438, -2.631)
C (2.550, -1.189, -0.080)
H (2.308, -0.177, 2.334)
H (0.638, -0.269, 1.715)
H (-2.368, 1.037, 1.534)
H (-0.635, -0.533, -0.529)
C (-1.579, 0.442, -2.170)
N (2.061, 0.145, 0.236)
H (-2.230, 1.289, -2.390)
H (1.710, -1.866, -0.241)
C (-1.405, 0.227, -0.677)
C (-2.974, 0.269, 1.032)
H (2.804, 0.817, 0.096)

Calculated values
Gap between HOMO and LUMO (eV): 10.1
Total charge: 0
Highest occupied orbital energy (eV): -9.02
SMILES: C=NCC.CNC
F_max (eV/A): 0.4
Energy relative to the best compared isomer or geometry (same formula, charge and spin) (kJ/mol): 153.9